(1)
2 unconnected molecules or ions with the total composition C5H14 at a distorted geometry. Source: the OMol25 dataset; level of theory: ωB97M-V/def2-TZVPD.

Element x y z (Å)
C: -1.472394 2.260235 -0.636323
H: 0.505570 2.306831 -1.264779
C: 0.274145 -0.447703 0.134299
H: 0.097862 3.739840 -0.420667
C: 0.606575 -2.980155 0.118681
H: -1.571526 1.203318 -0.207611
C: 0.728037 -1.663478 0.852503
H: 0.310358 -1.751477 1.847843
H: -0.451115 -3.281996 0.087427
C: -0.039892 2.651878 -0.387693
H: 0.227696 0.492921 0.680905
H: -1.730899 2.234534 -1.682804
H: 0.770616 -0.325650 -0.829895
H: 0.432422 2.325307 0.517897
H: 1.837079 -1.458421 0.942373
H: 1.164479 -3.799415 0.550995
H: -0.833200 -0.613378 -0.123709
H: -2.249800 2.751082 -0.044601
H: 0.986985 -2.917239 -0.904501

Forces on atoms 1 to 3 (eV/Å):
C 0.15 -0.64 1.18
H 0.50 -0.11 0.20
C 0.78 0.36 -0.22

2S+1	2
net charge	+1
frontier orbital gap (alpha / beta)	13.26 / 4.55	eV
energy above the lowest of the compared OMol25 structures with the same formula, charge and spin	42.9	kJ/mol
E	-5400.661	eV
expectation value of S²	0.754

Here are the Löwdin charges for atoms 1 to 8, given in e: -0.09, 0.08, -0.04, 0.11, -0.06, 0.08, -0.22, 0.13

***

(2)
A molecular structure, C5H14AlNO2 at a distorted geometry. Source: the OMol25 dataset; level of theory: ωB97M-V/def2-TZVPD.

Element x y z (Å)
C: -21.987959 -7.589051 17.815281
H: -23.715208 -6.827893 15.800355
H: -23.432194 -6.499067 19.975769
N: -23.619169 -6.192150 16.593854
H: -24.668113 -5.690050 19.008002
C: -19.303729 -5.261249 17.613352
H: -19.077386 -5.317641 18.695024
C: -23.367290 -6.983473 17.862627
H: -21.696015 -3.338276 19.413628
H: -21.861920 -8.333993 18.598666
H: -21.795671 -8.039286 16.842485
O: -20.173146 -4.328261 17.379657
C: -23.629265 -6.039171 19.005058
H: -24.569449 -5.818556 16.676868
H: -18.385793 -5.119586 17.003074
O: -22.773542 -4.956676 18.702398
H: -19.665763 -6.309294 17.340196
H: -23.071829 -3.782252 20.408695
H: -21.633935 -4.860582 20.400590
Al: -22.693286 -4.112027 16.136337
H: -21.247084 -6.796906 17.963416
H: -24.183382 -7.721280 17.881222
C: -22.251523 -4.184229 19.807137

Forces on atoms 1 to 3 (eV/Å):
C -0.06 -0.03 0.00
H 0.36 -0.02 -0.07
H 0.24 0.07 -0.04

net charge	+2
frontier orbital gap	4.86	eV
energy above the lowest of the compared OMol25 structures with the same formula, charge and spin	0.0	kJ/mol
E	-17571.307	eV

Here are the Löwdin charges for atoms 1 to 8, given in e: -0.01, 0.12, 0.16, -0.01, 0.15, -0.13, 0.15, -0.34

***

(3)
2 unconnected molecules or ions with the total composition C5H14B2F5NO2P at a distorted geometry. Source: the OMol25 dataset; level of theory: ωB97M-V/def2-TZVPD.

Element x y z (Å)
F: 4.521774 0.938589 -1.253323
F: 6.105867 1.335688 0.469803
C: -2.366323 -0.996063 -0.128381
F: 4.027073 2.482516 0.481001
H: 2.401424 0.196070 3.112807
N: 0.770526 -1.653147 1.785667
H: -2.568453 -1.350567 -2.367391
H: -1.714714 -1.869694 0.359680
C: -2.490161 0.298001 0.846248
H: -2.808318 1.073290 -2.580910
C: -0.359680 -1.559014 -1.873699
B: -1.245833 0.536967 1.894611
H: -0.643359 -2.700635 -1.956306
H: 0.156021 -1.183812 -2.856813
O: 1.205228 0.714829 0.283979
H: -0.171724 -2.090090 1.881799
O: 1.484395 0.613905 3.080575
P: 0.562442 -0.049598 1.714992
H: -3.446291 0.100986 1.537048
H: -2.702799 1.326393 0.329209
F: 4.101894 0.156108 0.948490
F: -1.566482 1.345005 3.135942
C: -1.728025 0.752553 -2.193804
H: 0.276138 -1.413737 -0.902767
H: -1.369185 1.558863 -1.425147
H: 1.171289 1.712263 0.507542
B: 4.689172 1.228212 0.161468
H: -3.460916 -1.465987 -0.213763
H: -1.011438 0.738170 -3.143566
C: -1.819538 -0.776063 -1.634990

Forces on atoms 1 to 3 (eV/Å):
F 0.16 0.34 1.57
F -1.56 -0.10 -0.30
C -0.81 -0.99 -0.25

net charge	-1
frontier orbital gap	8.47	eV
E	-35233.895	eV

Here are the Löwdin charges for atoms 1 to 8, given in e: 0.02, 0.02, -0.21, 0.02, 0.08, -0.19, 0.13, 0.11

***

(4)
A single C5H14BO4PS molecule at a distorted geometry. Source: the OMol25 dataset; level of theory: ωB97M-V/def2-TZVPD.

Element x y z (Å)
H: 0.953600 -1.655227 0.974251
C: 0.130575 -1.439097 0.307814
B: 2.560973 0.825691 -0.704083
H: 1.278410 -2.349546 -1.238285
O: -4.108679 0.265787 -0.643522
H: -2.463635 -1.230730 0.604005
H: 2.760362 2.765352 -0.658296
C: -0.558508 -0.134277 0.720969
H: -0.243977 -1.783454 -1.805220
H: -0.577340 -2.248701 0.465240
H: -0.379655 0.674427 0.024749
H: -0.130354 0.181858 1.663778
S: -3.023252 1.043884 0.236634
H: -3.646435 -0.440225 -1.128630
H: 3.058403 -0.702789 0.889508
H: 3.940395 0.805318 0.977453
H: 2.262912 0.799909 1.444837
O: -3.731170 1.719813 1.255485
P: 1.443417 -0.082581 -1.938216
C: -2.063933 -0.287949 0.953222
O: -2.223672 1.818997 -0.646098
O: 3.086581 2.014116 -1.186486
H: 0.411790 0.841670 -2.168027
H: -2.293694 -0.246872 2.008382
C: 2.974858 0.367535 0.744830
C: 0.582027 -1.522910 -1.154292

Forces on atoms 1 to 3 (eV/Å):
H 0.33 0.09 0.05
C -0.46 0.08 -0.30
B 0.00 0.09 0.38

SMILES	CB(O)PCCCCS(=O)(=O)O
frontier orbital gap	8.84	eV
energy above the lowest of the compared OMol25 structures with the same formula, charge and spin	0.0	kJ/mol
E	-34402.470	eV

Here are the Löwdin charges for atoms 1 to 8, given in e: 0.09, -0.25, -0.73, 0.06, -0.16, 0.10, 0.11, -0.23

***

(5)
A molecular structure, C5H14BaO5 at a distorted geometry. Source: the OMol25 dataset; level of theory: ωB97M-V/def2-TZVPD.

Element x y z (Å)
C: 11.262790 -11.111230 17.096800
C: 15.951760 -7.477810 13.651560
H: 10.920720 -7.367790 14.270830
C: 13.476510 -7.326050 13.691370
Ba: 12.944400 -11.369120 13.983100
C: 12.337700 -9.821160 10.731610
O: 14.725300 -6.783110 13.570400
H: 11.069320 -12.157160 16.858700
H: 10.611810 -5.901530 13.197300
H: 16.030910 -8.258770 12.895300
H: 10.363370 -10.604680 16.746730
H: 11.256980 -7.533100 12.573180
O: 13.374850 -10.615290 11.264870
O: 13.320330 -8.558660 13.786460
H: 15.873430 -7.828450 14.680640
C: 11.196560 -6.803020 13.380290
H: 12.307860 -8.846800 11.219290
O: 12.464920 -10.593930 16.499570
H: 12.572590 -9.285630 9.811750
H: 11.287430 -10.917000 18.169080
O: 12.564350 -6.385260 13.579820
H: 12.913620 -9.909100 17.000850
H: 16.819370 -6.846870 13.458470
H: 11.351060 -10.283770 10.756760
H: 13.446170 -11.345720 10.646000

Forces on atoms 1 to 3 (eV/Å):
C -0.69 0.86 0.75
C -0.51 -1.26 0.69
H -0.52 0.32 0.02

2S+1	2
net charge	+1
frontier orbital gap (alpha / beta)	4.88 / 11.33	eV
energy above the lowest of the compared OMol25 structures with the same formula, charge and spin	13.2	kJ/mol
E	-16335.468	eV
expectation value of S²	0.750

Here are the Löwdin charges for atoms 1 to 8, given in e: -0.15, -0.03, 0.10, -0.54, 1.38, -0.18, -0.01, 0.07

***

(6)
A molecular structure, C5H14Br2CuNO at a distorted geometry. Source: the OMol25 dataset; level of theory: ωB97M-V/def2-TZVPD.

Element x y z (Å)
C: -0.634164 1.597387 -1.218322
H: 1.926066 0.632757 -0.318112
Br: 5.707586 -4.001673 0.957028
C: -0.348094 0.154177 0.899738
H: -0.738654 -1.769533 -0.742172
O: -2.805634 0.030637 0.915748
C: 1.293866 0.072507 -1.006982
Br: 3.162006 -0.101053 2.431658
H: -1.727514 0.304357 2.638848
H: -0.559964 1.574967 -2.305562
H: -1.570324 1.767277 -0.686502
C: -0.978344 -0.858243 -1.290062
H: 0.429406 0.825367 1.264548
H: 1.692256 -0.895673 -0.703652
Cu: 3.419696 -2.240993 0.576588
H: -0.763164 -0.983343 -2.351262
H: -2.030304 -0.583513 -1.212592
N: -0.168284 0.260327 -0.706882
H: -1.881714 1.660327 1.496928
H: 0.074876 -0.796923 1.223178
H: 1.568796 0.209567 -2.052802
C: -1.635844 0.602917 1.594558
H: 0.125186 2.302277 -0.879782
H: -3.557734 0.236097 1.475858

Forces on atoms 1 to 3 (eV/Å):
C 1.16 -0.60 1.06
H -0.32 0.92 -0.21
Br -1.47 0.93 -0.45

frontier orbital gap	6.68	eV
E	-193672.409	eV

Here are the Löwdin charges for atoms 1 to 8, given in e: 0.03, 0.06, -0.47, -0.07, 0.11, -0.10, -0.03, -0.32

***

(7)
A molecular structure, C5H14Br3CuNO at a distorted geometry. Source: the OMol25 dataset; level of theory: ωB97M-V/def2-TZVPD.

Element x y z (Å)
H: -0.467938 -1.532005 -1.985566
C: 0.441120 -1.531736 -1.391338
H: -0.814667 0.206304 1.224470
H: -1.103637 -1.429491 0.693425
Br: -0.366685 2.885170 1.646697
O: -2.559764 -0.601623 -1.503337
Cu: 1.313615 1.692318 3.312843
H: 0.364986 1.741546 -0.666859
H: -0.318293 0.821801 -2.080330
C: 0.442480 0.858421 -1.303614
H: -3.483252 -0.394542 -1.673908
C: 1.484979 -0.351176 0.502024
H: 1.430637 0.574452 1.041251
H: -1.921502 1.174901 -0.685404
H: 1.404174 0.874270 -1.812661
H: 0.405904 -2.410030 -0.750653
H: 1.381633 -1.335852 -1.889898
C: -0.968701 -0.410718 0.332295
N: 0.322401 -0.343363 -0.418439
H: 2.400497 -0.436715 -0.080042
H: 1.468178 -1.171730 1.218493
C: -2.183487 0.165699 -0.354819
H: -2.980739 0.273016 0.381068
Br: 4.058203 1.477628 2.352986
Br: 0.249859 -0.796544 3.891314

Forces on atoms 1 to 3 (eV/Å):
H 0.29 0.09 -0.42
C -0.72 0.84 1.77
H 0.00 -0.07 0.00

net charge	-1
frontier orbital gap	6.66	eV
energy above the lowest of the compared OMol25 structures with the same formula, charge and spin	0.0	kJ/mol
E	-263720.729	eV

Here are the Löwdin charges for atoms 1 to 8, given in e: 0.09, 0.03, 0.03, 0.13, -0.16, -0.08, -0.26, 0.02

***

(8)
2 unconnected molecules or ions with the total composition C5H14Cl3O5P2S. Source: the OMol25 dataset; level of theory: ωB97M-V/def2-TZVPD.

Element x y z (Å)
C: -3.592817 -0.330611 -2.749215
Cl: -3.767610 -0.151109 -0.987119
O: 0.943513 2.055235 -2.540072
Cl: -4.656053 0.765578 -3.598916
H: 0.412091 -2.308858 3.538833
H: 2.357865 -0.345102 -2.914161
H: 0.335254 -3.335561 0.499486
H: 1.791005 -2.374856 0.291739
H: -2.411794 1.962838 1.333971
H: -3.865019 -1.348473 -2.996164
O: 2.586848 1.587665 -0.621067
Cl: -1.907277 -0.084376 -3.220526
C: 1.046855 -1.799303 2.816497
C: 0.701804 -2.319075 0.355886
H: 0.315259 -1.973569 -0.604309
H: 1.432794 -0.911211 3.322013
H: 0.813586 4.133000 0.022730
H: -0.790776 -1.629393 1.722717
P: -0.939110 2.869920 -0.016289
S: -0.203385 0.637372 -0.317161
O: 0.397941 3.477649 0.597709
H: -0.089285 0.640413 2.029741
O: -1.654818 2.562952 1.382034
H: 1.501700 0.355025 1.345923
H: 3.299276 0.961500 -0.442300
C: 0.455470 0.056388 1.284597
P: 1.442990 1.081981 -1.583007
H: 1.901470 -2.436070 2.592044
C: 0.268017 -1.444481 1.527872
O: 1.874206 -0.355468 -2.073486

Forces on atoms 1 to 3 (eV/Å):
C 0.07 0.03 0.04
Cl -0.03 -0.02 0.03
O 0.06 0.13 0.02

net charge	+1
frontier orbital gap	10.33	eV
E	-82627.080	eV

Here are the Löwdin charges for atoms 1 to 8, given in e: -1.53, 0.50, -0.27, 0.58, 0.09, 0.12, 0.09, 0.09